{
  "formula": "C5H13NO",
  "method": "ωB97M-V/def2-TZVPD",
  "charge": -1,
  "multiplicity": 2,
  "s_squared": 0.75,
  "e_lumo_ha": [0.15403, 0.14483],
  "de_lowest_kj_mol": 306.5,
  "species": ["O", "N", "C", "C", "C", "C", "C", "H", "H", "H", "H", "H", "H", "H", "H", "H", "H", "H", "H", "H"],
  "coordinates": [[2.694735, -1.889455, -0.572418], [-0.516659, -1.766771, -0.303333], [0.387399, 3.108755, 0.774522], [-1.379557, -2.142379, 0.824075], [0.115857, 0.703545, 0.077517], [-0.659196, -0.377160, -0.813168], [-0.183135, 2.034801, -0.048079], [-1.634664, 0.114982, -0.982631], [1.347280, 2.628947, 1.010511], [-2.324786, -1.896515, 0.533068], [-0.160040, -0.307160, -1.810670], [1.242679, 0.396662, 0.282284], [-0.731463, 2.321734, -0.947588], [0.602190, 4.038921, 0.391626], [-0.749732, -2.232538, -1.173001], [1.727193, -1.649445, -0.417624], [2.933443, -1.309212, -1.338779], [-1.497894, -3.177640, 1.012479], [-1.113870, -1.733715, 1.810143], [-0.099782, 3.133642, 1.691067]],
  "atomic_forces_ev_per_a": [[-1.0, 1.1, -1.0], [0.5, 0.9, -0.7], [1.8, -3.3, 0.0], [1.7, 0.4, 0.1], [1.1, -3.0, -0.1], [2.3, 3.1, 1.5], [-1.3, 0.7, -2.1], [-0.3, -0.9, 0.4], [0.6, 0.6, 0.5], [-3.1, 1.3, -0.1], [-0.2, -0.7, 0.1], [-1.8, 0.4, 0.0], [-0.6, 0.2, 0.0], [0.0, 2.1, -1.2], [-0.2, -1.2, 0.5], [1.2, -0.5, 0.0], [-0.3, -0.7, 1.1], [0.8, -1.6, -0.3], [0.1, 0.5, -0.7], [-1.1, 0.6, 2.1]]
}